{"formula": "C14H41NO17SZn", "method": "wB97M-V/def2-TZVPD", "species": ["Zn", "S", "O", "O", "O", "O", "C", "C", "O", "O", "H", "H", "H", "H", "H", "H", "C", "C", "O", "O", "H", "H", "H", "H", "H", "H", "C", "C", "O", "O", "H", "H", "H", "H", "H", "H", "C", "C", "O", "O", "H", "H", "H", "H", "H", "H", "C", "C", "O", "O", "H", "H", "H", "H", "H", "H", "C", "C", "O", "O", "H", "H", "H", "H", "H", "H", "O", "C", "N", "C", "H", "H", "H", "H", "H"], "positions_angstrom": [[-23.60126, 7.66518, -19.01111], [-25.56799, 5.85615, -17.05031], [-24.52860, 5.79227, -16.03744], [-26.70827, 6.69752, -16.61135], [-24.96668, 6.53088, -18.24002], [-25.98006, 4.48693, -17.37585], [-27.14597, 1.44133, -17.01197], [-26.81163, 0.99213, -18.40329], [-25.83699, -0.04801, -18.39281], [-25.99165, 2.01142, -16.34435], [-27.49483, 0.61342, -16.39320], [-27.90023, 2.22958, -16.96859], [-26.34321, 1.81212, -18.96303], [-27.63864, 0.64714, -19.03401], [-25.75132, -0.36324, -19.29425], [-26.12312, 2.97023, -16.41059], [-20.90620, 5.92198, -15.72416], [-21.21500, 6.27400, -17.18357], [-22.45055, 7.04905, -17.33788], [-21.77836, 4.93026, -15.25932], [-20.95869, 6.80481, -15.07831], [-19.88300, 5.55087, -15.66721], [-21.25244, 5.40545, -17.84533], [-20.50294, 6.94862, -17.66977], [-23.07486, 6.55109, -16.75004], [-22.69778, 5.21791, -15.25980], [-25.17360, 10.07391, -18.42909], [-25.95687, 9.28815, -19.43732], [-25.05930, 8.61936, -20.33857], [-24.45630, 9.07620, -17.67128], [-25.81817, 10.73104, -17.84781], [-24.32958, 10.67738, -18.77359], [-26.63401, 9.90128, -20.03632], [-26.58271, 8.56012, -18.91441], [-25.63931, 8.25190, -21.01848], [-24.93894, 8.93670, -16.84167], [-30.06171, 6.93190, -16.32180], [-29.78574, 7.61946, -17.67261], [-28.53915, 8.29278, -17.68215], [-29.20837, 5.81077, -16.11210], [-31.09051, 6.57331, -16.24518], [-29.99046, 7.63980, -15.48785], [-30.54465, 8.36495, -17.92393], [-29.87709, 6.88503, -18.48169], [-27.91049, 7.62986, -17.34889], [-28.30830, 6.08744, -16.35845], [-28.12650, 5.50843, -21.49825], [-27.38263, 5.49159, -20.19549], [-27.78193, 4.33988, -19.47100], [-29.48850, 5.85443, -21.33458], [-28.03085, 4.52315, -21.97293], [-27.70802, 6.09326, -22.32278], [-27.52986, 6.35712, -19.53759], [-26.30024, 5.36843, -20.35701], [-27.25204, 4.39689, -18.64902], [-29.89168, 5.23728, -20.71433], [-27.08680, 5.48854, -13.23008], [-27.50960, 6.97122, -13.30754], [-26.65356, 7.67219, -14.19003], [-25.71217, 5.28539, -12.98406], [-27.29490, 4.95646, -14.16552], [-27.67992, 4.97460, -12.46992], [-27.37486, 7.39305, -12.31167], [-28.56663, 6.95559, -13.58604], [-26.58815, 7.17710, -15.03601], [-25.24175, 5.29329, -13.82075], [-23.13800, 1.75542, -18.06859], [-22.93497, 2.74599, -18.72872], [-23.80627, 3.76389, -18.87411], [-21.70266, 2.85963, -19.64878], [-24.58269, 3.87890, -18.18779], [-23.54865, 4.53850, -19.45322], [-21.67498, 3.73694, -20.29538], [-21.70168, 1.96496, -20.27000], [-20.84043, 2.82071, -18.98247]], "forces_ev_per_a": [[-1.4, -0.5, 2.1], [-0.3, -0.7, 0.6], [0.9, 0.6, 0.9], [1.0, -0.6, -0.7], [-0.2, -0.2, -1.6], [-0.7, 1.2, -0.3], [0.7, 0.5, 1.1], [0.9, 0.1, -1.3], [-0.1, -0.4, 0.6], [-0.7, -0.3, -0.3], [0.0, -0.1, -0.1], [-0.4, -0.3, -0.6], [-0.3, 0.4, 0.2], [-0.5, 0.2, 0.6], [0.1, 0.0, 0.0], [0.4, -0.5, 0.1], [-0.7, 0.4, -0.5], [0.8, 1.0, -1.1], [0.2, -0.6, 0.0], [0.4, -0.5, 0.1], [0.0, 0.2, -0.2], [-0.1, -0.2, -0.1], [-0.3, -0.3, 0.5], [0.5, -0.2, 0.6], [-0.9, 0.3, -0.4], [-0.1, 0.0, 0.1], [0.8, -0.2, -0.2], [-1.1, 0.8, 0.0], [0.9, -0.2, 0.2], [0.0, 1.0, 0.6], [0.0, -0.4, 0.3], [-0.6, 0.3, -0.8], [0.2, 0.2, 0.1], [0.1, 0.0, 0.0], [0.5, -0.5, -0.1], [0.3, -0.7, 0.0], [-0.1, 0.0, -0.1], [-1.0, 0.0, 0.2], [0.1, -0.3, -0.2], [-0.2, 0.4, -0.3], [0.0, -0.2, -0.4], [0.4, 0.2, -0.1], [-0.1, 0.1, 0.4], [0.4, -0.2, 0.1], [0.2, 0.5, -0.1], [-0.3, -0.4, 0.4], [-0.3, -0.6, -0.6], [0.9, -0.7, 0.4], [-0.2, 0.2, 0.2], [0.0, 0.3, -0.2], [-0.1, -0.4, 0.5], [0.0, 0.8, 0.6], [-0.2, 0.4, -0.5], [0.1, 0.4, -0.4], [-0.4, -0.5, -0.2], [0.2, -0.1, 0.0], [-0.1, -0.2, -0.7], [1.0, -1.3, 0.1], [-0.3, 0.2, -0.2], [0.2, 0.1, 0.8], [-0.5, 0.3, -0.1], [0.2, 0.1, 0.2], [-0.1, 0.3, -0.1], [-0.1, 0.4, -0.1], [-0.3, 0.4, 0.8], [0.0, 0.1, -0.1], [0.3, 0.3, 0.2], [0.5, -0.7, -1.3], [-0.9, 0.5, 1.0], [-0.2, -0.5, 0.6], [0.7, -0.3, -0.9], [-0.1, 0.0, 0.0], [0.0, 0.1, 0.1], [0.1, 0.0, 0.0], [0.2, 0.1, -0.2]], "e_lumo_ev": -3.46, "e_above_lowest_ev": 1.880, "orbital_gap_ev": 5.35}

{"formula": "C14H42BBeF4O7S7", "method": "wB97M-V/def2-TZVPD", "species": ["Be", "B", "F", "F", "F", "F", "C", "S", "O", "C", "H", "H", "H", "H", "H", "H", "C", "S", "O", "C", "H", "H", "H", "H", "H", "H", "C", "S", "O", "C", "H", "H", "H", "H", "H", "H", "C", "S", "O", "C", "H", "H", "H", "H", "H", "H", "C", "S", "O", "C", "H", "H", "H", "H", "H", "H", "C", "S", "O", "C", "H", "H", "H", "H", "H", "H", "C", "S", "O", "C", "H", "H", "H", "H", "H", "H"], "positions_angstrom": [[1.66750, 18.29113, 33.36118], [2.80963, 18.84527, 28.82669], [3.81095, 18.78450, 29.72400], [2.76780, 17.68457, 28.04850], [1.66232, 19.06681, 29.53020], [3.30675, 19.95757, 28.05670], [0.58840, 12.44057, 37.97151], [1.82463, 12.71840, 36.59928], [2.08939, 14.22181, 36.63783], [3.21390, 11.81003, 37.29803], [1.05254, 11.92966, 38.81510], [-0.30804, 11.91982, 37.63490], [0.21227, 13.40647, 38.30863], [3.68230, 12.35747, 38.11596], [3.94032, 11.88222, 36.48858], [3.15435, 10.73332, 37.45687], [-0.66332, 11.48838, 31.34231], [-0.64545, 13.11924, 30.43476], [0.27496, 14.04381, 31.14148], [-0.03714, 12.49755, 28.79128], [0.27657, 10.94259, 31.25965], [-1.39969, 10.79043, 30.94390], [-0.84222, 11.65158, 32.40507], [0.64101, 11.65023, 28.89260], [0.67604, 13.07898, 28.20698], [-0.90116, 12.07660, 28.27710], [5.73193, 23.95160, 31.94213], [5.63238, 23.53077, 33.65158], [4.85046, 22.17571, 33.62856], [7.42149, 23.26537, 34.00348], [6.02697, 23.10077, 31.32801], [6.23167, 24.86489, 31.61922], [4.66991, 24.15836, 31.81002], [7.97170, 22.83957, 33.16439], [7.51202, 22.51206, 34.78605], [7.85224, 24.24523, 34.20953], [-3.24456, 23.41395, 33.14067], [-1.38995, 23.27755, 32.81674], [-1.21952, 21.85261, 32.40786], [-1.33384, 24.13464, 31.13723], [-3.52280, 22.83042, 34.01827], [-3.81676, 22.98855, 32.31622], [-3.59315, 24.43014, 33.32489], [-2.28014, 23.76222, 30.74490], [-0.45289, 23.78264, 30.60046], [-1.39855, 25.21794, 31.23904], [3.68280, 21.26259, 39.15814], [3.19527, 19.51819, 38.79973], [2.49512, 19.53219, 37.46050], [4.90859, 18.74595, 38.60236], [4.63485, 21.49259, 38.67980], [3.96376, 21.15811, 40.20611], [2.89137, 22.00026, 39.02552], [5.39769, 19.39843, 37.87907], [4.92306, 17.71940, 38.23621], [5.34439, 18.53877, 39.57974], [8.28692, 17.29636, 33.01000], [6.94606, 16.06103, 32.74316], [5.80680, 16.54686, 33.69179], [7.69598, 14.66506, 33.56159], [9.18457, 17.04442, 32.44534], [8.50971, 17.08503, 34.05584], [8.00532, 18.34712, 32.94141], [6.99381, 13.84303, 33.70065], [8.16320, 14.90362, 34.51705], [8.54006, 14.21420, 33.03974], [-3.61778, 17.98231, 36.54592], [-3.20981, 16.30396, 35.82619], [-2.31961, 16.59386, 34.69451], [-4.86552, 16.14885, 35.05035], [-2.71694, 18.40820, 36.98773], [-4.42442, 17.84242, 37.26556], [-3.95976, 18.68757, 35.78845], [-4.69698, 15.51072, 34.18290], [-5.25383, 17.12720, 34.76727], [-5.49983, 15.64365, 35.77873]], "forces_ev_per_a": [[0.2, 0.0, -0.4], [1.1, 0.5, -1.9], [2.3, -1.1, 2.8], [-0.4, 0.1, 0.0], [-1.7, 0.3, 0.2], [-1.3, 0.1, -0.7], [0.1, 0.1, -0.1], [-1.4, 1.2, 0.8], [0.3, -1.9, 0.1], [1.3, 0.6, -0.6], [0.0, -0.1, -0.1], [0.3, -0.3, -0.3], [0.5, 0.2, -0.2], [-0.4, -0.1, 0.3], [0.2, 0.1, -0.2], [-0.8, 0.2, 0.3], [0.4, -0.1, -0.2], [-0.2, -0.8, -0.1], [0.3, -0.5, -0.3], [1.0, -1.2, 0.5], [0.3, 0.5, -0.2], [-0.4, 0.5, -0.2], [-0.2, 0.4, -0.2], [-0.2, -0.5, 0.9], [-1.0, 1.2, 0.0], [-0.1, 0.6, -0.2], [-1.0, 0.4, -0.8], [-0.3, -2.5, 0.4], [1.8, 2.4, 0.2], [-0.3, -0.6, -0.5], [0.0, -0.1, 0.2], [0.4, 0.0, 0.6], [-0.1, -0.2, -0.7], [-0.4, 0.1, -0.4], [-0.1, 0.5, 0.4], [-0.1, -0.1, 0.4], [0.3, 0.1, 0.0], [-1.2, 0.1, -1.1], [0.3, -0.1, 0.5], [-1.0, -0.2, 1.3], [0.6, -0.1, 0.1], [0.4, 0.0, -0.3], [0.4, 0.2, -0.1], [0.3, 0.0, -0.6], [-0.2, 0.0, 0.2], [0.2, -0.1, 0.1], [1.1, -1.3, 0.7], [-0.2, 0.0, -1.1], [0.7, -0.3, 0.7], [-0.9, 0.1, 0.0], [-0.3, 0.2, -0.5], [-0.2, 0.4, 0.3], [0.0, -0.5, -0.2], [0.5, -0.1, 0.4], [-1.0, 0.1, -0.6], [0.2, 1.1, 0.2], [0.2, -1.0, 1.0], [-1.8, 1.7, 1.2], [1.9, -0.9, -1.5], [1.0, -0.9, 0.6], [-0.2, 0.1, -0.3], [0.2, 0.3, 0.1], [-0.4, -0.4, -0.5], [-0.4, 0.4, -0.1], [-0.5, 0.5, 0.3], [-0.1, 0.3, -0.8], [0.2, -0.6, 0.1], [-1.5, 1.8, 0.1], [1.1, 0.0, -0.7], [0.5, -0.5, 0.5], [-0.1, -0.3, 0.2], [0.2, 0.1, 0.2], [0.0, -0.4, -0.4], [-0.1, 0.0, 0.0], [0.1, -0.2, 0.0], [-0.2, 0.1, -0.1]], "e_lumo_ev": -8.60, "e_above_lowest_ev": 14.609, "orbital_gap_ev": 2.08, "charge": 1}

{"formula": "C14H42BCaF4O7", "method": "wB97M-V/def2-TZVPD", "species": ["Ca", "B", "F", "F", "F", "F", "C", "C", "O", "H", "H", "H", "H", "H", "H", "C", "C", "O", "H", "H", "H", "H", "H", "H", "C", "C", "O", "H", "H", "H", "H", "H", "H", "C", "C", "O", "H", "H", "H", "H", "H", "H", "C", "C", "O", "H", "H", "H", "H", "H", "H", "C", "C", "O", "H", "H", "H", "H", "H", "H", "C", "C", "O", "H", "H", "H", "H", "H", "H"], "positions_angstrom": [[-0.91766, 1.56793, 2.78412], [0.46334, 0.79768, 0.27506], [-0.27253, -0.16922, 1.01302], [1.01700, 1.64139, 1.27231], [1.40628, 0.08813, -0.44774], [-0.35517, 1.46403, -0.62475], [3.80669, -1.16407, 2.24272], [2.68972, -2.04250, 2.80908], [1.53666, -1.18690, 3.12268], [3.85811, -0.27914, 2.87312], [3.52006, -0.82643, 1.24556], [4.70088, -1.78314, 2.19377], [2.89496, -2.37956, 3.82342], [2.41333, -2.86373, 2.15589], [1.14402, -0.96405, 2.26837], [2.88327, 3.54693, -3.63157], [2.17272, 2.98211, -2.40877], [0.95376, 2.37743, -2.78377], [3.97514, 3.49144, -3.59273], [2.73276, 4.62119, -3.76069], [2.62450, 3.02290, -4.55063], [2.10934, 3.76600, -1.64085], [2.78695, 2.16795, -1.99703], [0.54425, 2.06133, -1.96066], [-0.51719, 5.16534, 3.85427], [0.20824, 4.72450, 2.57949], [-0.57440, 3.71513, 1.94021], [-0.69702, 4.25161, 4.42854], [-1.38004, 5.79066, 3.63393], [0.12125, 5.82787, 4.44124], [1.20494, 4.34901, 2.84057], [0.51952, 5.62757, 2.04846], [-0.68999, 3.97141, 1.01481], [-1.07385, -4.04842, -0.15098], [-1.96714, -3.02679, 0.57256], [-3.34788, -3.41353, 0.55980], [-0.91113, -3.92064, -1.21626], [-1.43633, -5.02729, 0.15411], [-0.11141, -3.88211, 0.33772], [-1.84484, -2.00324, 0.20302], [-1.66101, -2.94982, 1.62193], [-3.64958, -3.40363, 1.46957], [-4.57117, 1.62835, -0.29832], [-3.60515, 0.88482, 0.59065], [-2.53241, 1.76039, 1.02310], [-5.60453, 1.28172, -0.34627], [-4.36149, 1.62640, -1.37375], [-4.59035, 2.68792, -0.02894], [-3.15215, 0.03659, 0.07398], [-4.13833, 0.52498, 1.47081], [-2.25237, 2.20167, 0.20640], [2.51385, -3.23378, -0.49164], [3.95629, -3.66442, -0.66773], [4.06988, -4.95676, -1.18246], [1.90720, -3.30479, -1.39715], [2.46622, -2.17037, -0.24263], [1.99121, -3.71171, 0.33588], [4.31225, -3.61328, 0.37386], [4.50220, -2.84281, -1.14044], [4.97419, -5.27574, -1.21173], [-2.30976, -0.52264, -2.69031], [-3.49433, -1.48124, -2.96269], [-3.15961, -2.43750, -3.96291], [-2.58705, 0.41242, -2.20944], [-1.89770, -0.24375, -3.66040], [-1.62486, -1.15785, -2.12947], [-4.33567, -0.91554, -3.37492], [-3.77344, -1.93703, -2.01002], [-3.58347, -3.26137, -3.70634]], "forces_ev_per_a": [[0.5, -0.3, -1.7], [1.5, -1.8, -1.8], [-1.1, 0.3, 1.2], [-0.4, 0.4, 0.4], [0.0, 0.7, 0.6], [-0.6, 0.6, 0.8], [-1.0, -0.7, 0.1], [-0.3, 1.4, 1.1], [-0.4, -0.1, -0.9], [0.6, -0.1, 0.1], [0.2, -0.1, -0.1], [0.3, 0.5, 0.0], [0.6, -0.5, -0.3], [-0.1, 0.0, 0.1], [0.0, -0.1, 0.0], [0.5, 0.5, -0.3], [1.3, -0.8, -0.3], [-0.6, 0.6, 0.4], [0.0, -0.3, 0.5], [-0.5, -0.1, -0.1], [-0.3, 0.0, 0.1], [-0.4, -0.1, 0.0], [0.2, 0.3, 0.2], [0.2, 0.0, -0.9], [0.8, 0.1, -0.6], [1.2, 1.2, 2.0], [-0.1, 0.6, -0.6], [-0.5, 0.3, 0.4], [-0.4, -0.6, 0.0], [0.2, -0.3, 0.1], [-0.3, -0.6, 0.0], [-0.9, -0.3, -1.0], [0.0, -0.3, 0.0], [0.1, 0.9, 1.4], [-0.1, -0.1, 0.0], [0.1, 0.3, -0.2], [-0.5, -0.1, -0.1], [0.1, -0.2, -0.4], [0.2, -0.4, -0.3], [-0.1, -0.1, -0.4], [0.2, -0.3, 0.0], [-0.2, -0.1, 0.0], [-0.5, 0.9, -1.1], [-0.6, -0.7, -0.4], [0.0, 0.2, 0.4], [0.1, -0.3, 0.8], [0.8, -0.2, 0.2], [-0.2, -0.1, 0.2], [-0.1, 0.0, 0.1], [0.3, 0.1, 0.2], [0.3, -0.1, 0.2], [-0.6, 0.5, -0.5], [-0.2, 0.9, 2.0], [-0.4, -0.1, -0.5], [0.1, -0.3, 0.0], [0.3, 0.0, -0.1], [0.2, -0.5, -0.2], [0.5, -0.3, 0.0], [0.1, -0.5, -0.8], [0.1, 0.3, 0.1], [-0.6, -1.3, -1.0], [-0.2, 1.2, -0.2], [0.3, -0.1, 0.6], [-0.1, -0.2, 0.4], [0.3, -0.1, 0.1], [0.6, 0.7, 0.1], [-0.2, 0.1, 0.4], [-0.2, -0.2, -0.1], [0.1, -0.1, -0.2]], "e_lumo_ev": -5.07, "e_above_lowest_ev": 2.524, "orbital_gap_ev": 6.56, "charge": 1}